[1]
The following is a DFT calculation (wB97M-V/def2-TZVPD) of C38H49ClO6PSSr as an isolated structure at a distorted geometry.

Geometry as XYZ:
```
97
Properties=species:S:1:pos:R:3:forces:R:3:lowdin_charge:R:1
Sr 0.271850 0.049597 -0.407610 -2.44 1.41 0.13 1.5810
Cl -5.296838 1.721794 -0.751344 0.01 -0.01 0.00 0.6419
S 0.091745 3.525261 1.831188 0.19 -0.10 0.11 0.9721
P -0.042799 -4.032689 -0.048254 0.62 -0.30 0.04 1.1177
O 2.047557 -1.462054 -3.287019 0.05 -0.25 -0.35 0.0198
O 0.087444 -1.649084 -2.192065 0.75 0.35 0.31 -0.1738
O -0.236794 -1.271802 1.616789 0.50 0.39 -0.30 -0.1604
O 1.564259 -1.278359 2.974189 -0.22 -0.01 0.24 0.0062
O 2.705150 0.861318 -0.357233 0.00 -0.14 -0.12 -0.1643
O 0.812783 2.467767 1.046281 -0.22 -0.08 -0.24 -0.5702
C -4.450697 0.637646 -4.485476 -0.03 0.01 0.00 -0.1197
C -2.388118 5.771219 -0.135828 -0.03 -0.02 0.02 -0.0671
C -1.840618 -3.822429 -0.518189 -0.07 0.05 0.14 -0.5285
C -0.236141 -6.665189 -1.355686 -0.03 0.05 -0.06 -0.1217
C 0.996755 -1.262655 1.884846 0.12 -0.38 -0.40 -0.7255
C 2.328169 -1.387846 -0.930256 0.32 -0.33 0.70 -0.1631
C 3.271540 -0.207959 -1.144785 0.69 0.03 -0.44 -0.3019
C -1.576367 2.881968 2.046833 0.02 0.02 0.05 -0.2725
C 1.342393 -1.530662 -2.293261 0.22 -0.18 0.77 -0.7038
C -4.578205 4.955854 3.029754 0.00 0.00 0.00 -0.0778
C -3.411577 4.828521 -2.094896 0.00 0.00 0.00 -0.0819
C 1.454654 -4.669792 2.181707 0.00 0.01 0.03 -0.1243
C -2.428903 0.378780 -3.208445 -0.06 -0.13 0.11 -0.0653
C -2.477106 3.789767 2.831568 -0.01 0.02 -0.04 -0.2609
C -2.949576 5.125989 4.785338 -0.01 0.00 0.00 -0.0897
C 4.354172 -0.030593 0.998863 0.00 0.24 -0.35 -0.0901
C -3.032338 0.811967 -2.014317 0.02 0.10 0.03 -0.3665
C -0.181284 4.954632 0.719933 -0.03 0.01 0.00 -0.2648
C -1.302307 4.910455 -0.274196 0.04 -0.08 0.00 -0.2757
C -1.276735 4.018914 -1.342994 -0.03 0.05 -0.03 -0.0364
C -3.725000 4.128036 2.315685 -0.01 -0.02 0.02 -0.0399
C -5.090824 1.081068 -3.339907 0.00 0.01 -0.02 -0.1464
C 0.011882 -4.797479 1.662965 -0.15 0.11 -0.02 -0.5418
C 0.672466 -5.467742 -1.024423 -0.19 0.00 -0.14 -0.5346
C 2.157871 -1.182484 0.730982 0.07 -0.46 -0.24 -0.1835
C -2.328520 3.975708 -2.247202 0.04 -0.02 -0.02 -0.0641
C -3.111776 0.277591 -4.408324 0.05 -0.02 -0.02 -0.0984
C -2.104494 -4.054633 -2.010676 0.01 0.08 -0.03 -0.1131
C -2.908462 -4.509231 0.334093 -0.01 0.00 -0.03 -0.1213
C -3.437257 5.732568 -1.041381 0.00 0.01 0.01 -0.0891
C 2.845847 0.201482 0.911414 0.53 -0.39 0.61 -0.3316
C -4.389831 1.149607 -2.144907 0.09 0.13 -0.05 -0.6047
C -0.474836 -6.236974 1.846660 0.02 0.01 -0.02 -0.1297
C -4.190675 5.462616 4.262776 0.01 0.00 0.00 -0.0989
C -2.099816 4.289480 4.075842 0.00 0.02 0.00 -0.0534
C -2.243617 0.942557 -0.748991 -0.49 -0.36 -0.06 -0.2589
C 4.639950 -0.458725 -0.471004 -0.14 0.15 0.24 -0.0828
C 1.382329 -4.960859 -2.287739 0.06 -0.02 0.09 -0.1273
H -2.699653 -4.431344 1.400848 -0.03 0.02 0.01 0.0633
H 0.292364 -7.613034 -1.219273 0.01 0.00 -0.04 0.0712
H -1.133654 -6.699005 -0.742706 0.00 -0.03 0.02 0.0412
H 5.420078 0.148798 -0.927809 0.00 0.03 0.02 0.1074
H 4.933690 -1.504461 -0.555832 0.00 0.00 -0.03 0.1136
H -4.026106 3.732055 1.352281 0.01 0.01 0.00 0.0994
H -1.957644 2.660056 1.053143 0.01 0.01 0.01 0.0490
H 1.635742 -5.393681 2.981884 -0.02 0.02 0.02 0.0718
H 4.867564 0.901156 1.240598 0.01 0.00 0.01 0.1115
H -3.879262 -4.038337 0.153663 0.00 -0.02 -0.03 0.0772
H 2.190821 -4.867730 1.396252 -0.01 -0.04 0.02 0.0603
H -0.551733 -6.472845 2.912662 0.04 0.00 0.00 0.0739
H -4.281672 6.399167 -0.915555 0.00 0.00 0.00 0.0995
H 2.402345 0.778801 1.716167 0.11 0.22 -0.15 0.1334
H -1.137814 4.016289 4.493764 0.00 0.00 0.00 0.1068
H 2.211428 -4.298619 -2.032725 -0.03 0.01 -0.03 0.0601
H -6.134203 1.368156 -3.361075 0.00 0.00 0.00 0.0883
H -2.451482 -5.073552 -2.193070 0.06 -0.03 0.00 0.0650
H -0.557157 -6.617850 -2.398146 -0.03 0.02 0.00 0.0682
H -4.239104 4.778241 -2.791019 0.00 0.00 0.00 0.1037
H -2.470873 0.020319 -0.162215 0.15 0.01 -0.10 0.0306
H 1.652382 -3.677120 2.582130 0.01 0.02 -0.04 0.0509
H 0.715139 -4.396239 -2.939381 0.02 -0.03 -0.01 0.0598
H -1.224119 -3.867819 -2.622000 -0.04 0.08 0.00 0.0451
H -0.607216 -4.128773 2.269263 -0.03 -0.03 0.00 0.0959
H 4.610977 -0.778581 1.745109 -0.03 -0.03 -0.01 0.1176
H -4.855837 6.111393 4.818622 0.00 0.00 0.00 0.0960
H -0.278812 5.811331 1.389607 -0.03 0.00 0.00 0.0877
H -0.441838 3.340998 -1.457056 0.01 -0.01 0.01 0.1093
H 1.465595 -5.812069 -0.351874 -0.07 -0.04 0.03 0.0780
H -2.645058 5.507943 5.751638 0.00 0.00 0.00 0.0984
H 0.791957 5.020504 0.227938 0.02 0.01 0.04 0.0978
H 0.236363 -6.941741 1.408510 -0.02 -0.01 -0.02 0.0703
H -2.877687 -3.367157 -2.361449 -0.04 -0.05 0.01 0.0797
H 3.342622 0.075928 -2.190132 -0.05 0.12 0.04 0.1484
H -2.419842 6.460983 0.700514 0.00 0.00 0.00 0.1119
H -1.446660 -6.421038 1.395896 -0.03 -0.01 0.03 0.0411
H -1.384277 0.093995 -3.163982 -0.01 -0.03 -0.05 0.0865
H 2.801798 -1.947443 1.149904 0.06 -0.02 -0.15 0.1211
H -2.311139 3.251788 -3.052642 -0.01 0.05 0.02 0.1071
H -2.589793 -0.078682 -5.288337 0.00 0.01 0.00 0.0980
H -5.548907 5.204972 2.619677 0.00 0.00 0.00 0.1031
H -4.993584 0.574575 -5.420224 0.01 0.00 0.00 0.0896
H -2.780242 1.688491 -0.156015 0.04 0.05 -0.01 -0.0466
H -3.008579 -5.566638 0.077555 0.02 -0.01 0.02 0.0591
H -1.960555 -2.747344 -0.347307 0.07 0.01 0.04 0.0785
H 1.785568 -5.800169 -2.863437 0.01 -0.01 0.01 0.0736
H 2.954142 -2.275069 -0.961943 -0.44 -0.27 -0.39 0.1156
H -1.395282 1.929975 2.554482 -0.02 0.01 0.02 0.1179
```
Positions in Å, forces in eV/Å.

Output
F_max   2.8 eV Å⁻¹
Total energy   -85970.788 eV
Total charge   -1
Highest occupied orbital energy   -4.41 eV
Orbital gap   6.59 eV
ΔE to the lowest compared entry with this formula, charge and spin   75.8 kcal per mole

=====

[2]
The following is a DFT calculation (wB97M-V/def2-TZVPD) of a 2-piece molecular cluster, C3H4ClNS overall at a distorted geometry.

Geometry as XYZ:
```
10
Properties=species:S:1:pos:R:3:forces:R:3:lowdin_charge:R:1
Cl 1.378341 -3.862719 0.715910 -0.75 -0.65 0.70 0.7847
S 3.978551 -1.271178 -1.394413 1.85 2.15 -1.33 0.5771
N 2.927080 -2.183180 -0.762272 -1.83 -2.97 1.42 -0.6766
C -0.923593 -0.738056 -0.057574 -2.20 -2.96 0.80 -0.1237
C 2.291204 -3.066080 -0.327920 0.68 1.51 -0.78 -0.6933
C -0.176326 0.224549 -0.500973 0.89 0.28 -0.50 -0.0963
H -1.425235 -0.827921 0.976408 1.12 0.51 -1.69 0.0812
H 0.284160 0.237129 -1.497086 -0.28 0.05 0.54 0.0654
H -1.146876 -1.604875 -0.718656 -0.01 0.62 0.50 0.0501
H 0.059010 0.945920 0.224867 0.52 1.46 0.34 0.0313
```
Positions in Å, forces in eV/Å.

Output
F_max   3.8 eV Å⁻¹
Structure (SMILES)   [S-][N+]#CCl.C=C
Total energy   -28019.940 eV
Total charge   0
Highest occupied orbital energy   -8.48 eV
Orbital gap   8.45 eV
ΔE to the lowest compared entry with this formula, charge and spin   72.9 kcal per mole

=====

[3]
The following is a DFT calculation (wB97M-V/def2-TZVPD) of a 2-piece molecular cluster, C2H6NOS overall at a distorted geometry.

Geometry as XYZ:
```
11
Properties=species:S:1:pos:R:3:forces:R:3:lowdin_charge:R:1
S 0.512808 -0.700689 -1.268605 -0.10 -1.09 0.06 0.0355
O -0.267056 3.408565 1.972054 -0.10 0.77 0.59 -0.0565
N -0.784140 1.475356 0.913482 1.21 -0.57 -1.57 0.0976
C -0.105568 2.631760 1.053720 -0.44 0.06 0.55 -0.4531
C 0.433807 -2.595850 -1.187971 0.38 0.97 0.15 -0.6680
H 0.181667 -2.965447 -0.177253 -0.14 0.18 -0.48 -0.0177
H -0.253901 -2.977795 -1.947853 -0.11 0.01 0.27 -0.0288
H 0.628708 2.925699 0.253950 -0.57 -0.94 0.21 0.1330
H -0.338774 0.788641 0.301519 -0.09 -0.24 -0.59 -0.0995
H 1.423890 -2.992341 -1.428069 -0.01 0.01 0.01 -0.0336
H -1.431441 1.002100 1.515027 -0.03 0.84 0.79 0.0911
```
Positions in Å, forces in eV/Å.

Output
F_max   2.1 eV Å⁻¹
Total energy   -16545.291 eV
Total charge   -1
Highest occupied orbital energy   -2.75 eV
Orbital gap   6.91 eV
ΔE to the lowest compared entry with this formula, charge and spin   24.0 kcal per mole

=====

[4]
The following is a DFT calculation (wB97M-V/def2-TZVPD) of a 6-piece molecular cluster, C20H54N2O8 overall at a distorted geometry.

Geometry as XYZ:
```
84
Properties=species:S:1:pos:R:3:forces:R:3:lowdin_charge:R:1
O -4.925242 -0.808260 1.233345 -0.28 0.95 -0.29 -0.1212
O 0.564775 -1.005134 -3.982833 -0.80 1.17 0.57 -0.2124
O 4.019836 2.616540 3.410693 0.57 -0.26 -0.39 -0.1054
O -2.360598 -0.841574 -0.042500 0.00 0.30 -0.06 -0.1193
O 0.090944 -3.085479 3.041072 -0.76 -0.71 0.11 -0.2086
O 3.984350 -0.718478 0.040547 0.00 1.23 -0.71 -0.1912
O -0.166589 -3.458208 -2.562111 0.42 0.16 0.28 -0.0842
O 0.070591 4.014996 -2.442578 0.16 -0.77 -0.19 -0.1862
N -0.671587 1.266866 -1.223161 0.43 0.23 -1.08 -0.0442
N 3.394400 -1.983882 2.257301 0.39 0.91 -0.87 -0.0504
C -0.294962 -0.471875 -2.931041 -0.20 0.38 -0.43 -0.2108
C 1.064143 4.954954 -2.622478 0.69 1.45 -1.16 -0.1417
C 3.614203 -0.516986 -1.315586 -0.19 1.14 0.81 -0.0806
C -0.163413 1.027733 -2.616609 1.66 -0.69 1.06 -0.1805
C -1.189461 2.630496 -0.977134 -1.39 -1.16 0.38 -0.2015
C 1.454548 -2.938845 3.228962 0.11 1.23 -0.43 -0.2623
C 2.018366 3.262270 2.123473 1.12 1.35 0.11 -0.0808
C -0.176920 3.739540 -1.092534 0.68 -1.28 0.39 -0.2402
C -4.922810 0.672574 1.099211 -0.95 -1.32 0.87 -0.2661
C 0.029327 -0.685501 -5.273577 -1.15 -0.59 0.83 -0.0898
C 3.146703 3.707528 3.061163 0.07 -1.15 0.84 -0.2938
C 3.242400 0.123277 0.918843 -0.28 -2.02 0.60 -0.2330
C -2.321648 -4.003670 -1.682832 0.95 0.09 0.95 -0.0829
C 2.023948 -2.400633 1.946973 -0.51 -0.31 -0.83 -0.2192
C -1.453692 -1.202720 0.975793 1.87 -0.07 0.57 -0.2752
C -5.541197 1.115923 -0.203265 -0.28 0.17 -0.11 -0.0912
C 3.525541 -0.478561 2.273466 1.34 -1.20 1.02 -0.1853
C -1.062649 0.018342 1.891091 1.64 -1.14 -1.43 -0.0505
C -0.639717 -3.426357 4.189810 -1.31 0.72 -0.29 -0.1155
C -1.374609 -4.095029 -2.887858 -0.16 -0.31 1.45 -0.3270
H -5.471116 2.199066 -0.284879 -0.05 0.18 0.07 0.0734
H 1.690793 -2.167269 3.954948 -0.12 0.04 0.78 0.1182
H -1.429856 0.606946 -1.087952 -0.12 0.07 0.36 0.0562
H -2.028668 2.786560 -1.688791 0.27 0.52 0.26 0.1216
H -1.146473 -5.125892 -3.187897 -0.40 0.03 0.05 0.1109
H 1.897573 -3.212166 1.197213 0.74 0.44 0.15 0.1360
H 1.315573 4.100687 2.099424 -0.03 -0.06 -0.46 0.0749
H -1.676206 -3.625810 3.802304 0.79 0.37 0.70 0.0993
H -0.326729 -4.320138 4.723131 0.48 -0.27 -0.12 0.0774
H -1.968940 0.362981 2.259038 -1.79 0.72 1.03 0.0300
H -0.568661 4.620663 -0.630385 -0.20 0.78 0.64 0.1123
H 4.452487 -0.730818 -1.903179 1.30 -0.54 -0.96 0.0669
H -0.617614 -2.571937 4.908559 -0.25 -0.51 -0.31 0.0956
H 1.502622 2.459918 2.603706 -0.26 -0.87 -0.05 0.0622
H 3.329118 0.522598 -1.570579 0.03 -0.28 0.45 0.0933
H 4.596295 -0.272746 2.522234 -0.62 -0.22 -0.29 0.1219
H 0.936843 1.252813 -2.604734 -0.96 0.13 -0.35 0.1260
H 3.011606 -0.021548 3.136104 -0.34 -0.26 -0.60 0.1120
H -3.877222 0.966065 1.152086 -0.05 -0.05 0.13 0.0844
H 4.892685 2.712681 2.979330 -0.91 0.02 0.32 0.0944
H -1.665145 2.632015 0.063876 0.80 0.04 -1.23 0.1297
H -1.958372 -1.857849 1.659829 -0.16 -0.80 0.24 0.0934
H -0.546741 0.262267 -5.262568 0.77 -0.23 -0.18 0.0909
H -5.845783 -1.124977 1.144545 0.72 0.31 0.02 0.0957
H -4.994438 0.719296 -1.063192 -0.15 -0.20 0.14 0.0785
H 1.348709 -1.595240 1.535164 0.74 -0.50 0.66 0.0989
H 0.822444 -0.734557 -6.000354 0.23 0.29 -0.22 0.0822
H -3.189910 -1.077431 0.365982 -1.11 0.09 -0.36 0.0332
H 0.763804 3.401288 -0.567860 -0.70 0.45 -0.41 0.1236
H -1.907840 -3.587261 -3.642924 -0.30 0.53 -1.54 0.0863
H -1.358202 -0.650438 -3.176595 0.30 -0.33 0.01 0.1322
H -3.128222 -4.735687 -1.810527 -0.20 0.54 0.10 0.0682
H 0.163800 -2.947085 -3.304422 0.12 0.19 -0.19 0.0505
H 4.056890 -2.319503 1.532472 -0.85 0.41 0.71 0.1107
H -0.640750 0.833534 1.311683 0.29 0.00 -0.21 0.0387
H -0.059808 -0.993126 -2.029949 0.21 -0.65 0.47 0.0960
H -0.388669 -0.199840 2.742504 -0.36 -0.27 -0.56 0.0781
H 2.741015 4.049029 4.023360 -0.14 0.03 -0.29 0.1115
H 0.680959 5.974149 -2.449332 0.05 -0.09 0.11 0.0902
H 1.956016 -3.853310 3.486300 0.22 -0.63 0.34 0.1213
H -1.759607 -4.295613 -0.765527 -0.32 0.00 -0.54 0.0784
H -5.491116 1.042834 1.991637 0.59 0.07 -0.78 0.1235
H 1.408116 4.929464 -3.669437 -0.36 -0.10 0.23 0.0929
H 2.420266 3.024238 1.116959 -0.55 0.00 0.63 0.0672
H 3.579331 1.133793 0.944835 0.12 0.94 -0.52 0.0902
H -0.633667 -1.807112 0.481303 -0.53 1.01 0.81 0.1197
H -0.718691 -1.463882 -5.506307 0.17 0.15 -0.23 0.0864
H 2.814972 -1.162042 -1.578008 -0.98 -0.67 -0.33 0.0749
H 3.785006 4.477463 2.700335 0.10 0.99 -0.70 0.0956
H 1.988115 4.860744 -2.043243 -0.23 -0.51 0.46 0.0856
H 2.182254 -0.004216 0.677518 -0.06 0.62 -0.11 0.1107
H -6.615534 0.859541 -0.262835 0.51 -0.03 -0.05 0.0818
H -0.673299 1.571088 -3.385511 -0.25 0.87 -0.34 0.0935
H -2.628990 -2.934103 -1.475024 0.00 -1.28 -0.54 0.0744
```
Positions in Å, forces in eV/Å.

Output
F_max   2.5 eV Å⁻¹
Structure (SMILES)   COCCNCCOC.COCCNCCOC.CCO.CCO.CCO.CCO
Total energy   -40970.887 eV
Total charge   0
Highest occupied orbital energy   -8.41 eV
Orbital gap   9.05 eV
ΔE to the lowest compared entry with this formula, charge and spin   54.6 kcal per mole